Entry 1:
The following is a DFT calculation (ωB97M-V with the def2-TZVPD basis set) of a molecular structure, C27H34I2N5O3SV.

Output
* charge: +1
* E_HOMO (alpha / beta): -0.3381 / -0.3604 hartree
* E_LUMO (alpha / beta): -2.5335 / -2.6147 eV
* spin multiplicity: 4
* gap between HOMO and LUMO (alpha / beta): 6.667 / 7.191 eV

Each line ends with the Mulliken charge.
Element x y z (Å)
V1 -0.3132 0.2727 0.3915  0.832
I1 5.2896 1.3183 5.4206  0.080
C1 3.5113 0.8420 4.4061  -0.547
C2 2.2856 1.0314 5.0206  -0.282
C3 1.1277 0.7509 4.3216  -0.627
I2 -0.6920 0.8947 5.3613  0.029
C4 1.1192 0.3114 2.9760  0.211
O1 0.0014 0.1441 2.2996  -0.196
C5 2.3989 0.0422 2.4255  1.139
C6 2.5011 -0.6453 1.0938  -1.417
N1 1.7398 0.0548 0.0412  -0.003
C7 2.3415 1.3627 -0.2771  -1.147
C8 1.3996 2.4983 0.0165  0.792
C9 1.8515 3.8072 -0.0438  -1.059
C10 0.9534 4.8493 0.0927  -0.448
C11 -0.3867 4.5325 0.2615  -1.091
C12 -0.7568 3.2081 0.3322  -0.360
N2 0.1098 2.1847 0.2317  0.635
C13 3.5612 0.3135 3.1311  -0.691
H1 2.2305 1.3860 6.0403  0.380
H2 2.1065 -1.6566 1.1893  0.352
H3 3.5547 -0.7289 0.8108  0.487
H4 1.7511 -0.5156 -0.7990  0.358
H5 2.5951 1.4096 -1.3392  0.469
H6 3.2658 1.5065 0.2853  0.490
H7 2.9039 3.9977 -0.2084  0.514
H8 1.2871 5.8767 0.0523  0.436
H9 -1.1386 5.3049 0.3398  0.471
H10 -1.7964 2.9474 0.4487  0.484
H11 4.5213 0.0822 2.6845  0.408
C14 -6.3154 -0.4254 -4.7915  -1.388
C15 -5.1342 0.2420 -4.0915  -0.493
C16 -4.3594 -0.7816 -3.2740  -0.706
N3 -3.2073 -0.1581 -2.6317  0.073
C17 -2.0245 -0.6825 -2.3620  0.164
S1 -0.6861 0.3300 -2.1375  -0.619
N4 -1.7994 -2.0371 -2.4805  0.087
C18 -2.5032 -3.2360 -2.2383  -0.282
O2 -2.0152 -4.2467 -2.6800  -0.578
C19 -3.7111 -3.2808 -1.3617  0.872
C20 -3.6142 -2.9467 -0.0169  0.572
C21 -4.6883 -3.1738 0.8324  -0.934
C22 -5.8649 -3.7204 0.3449  -0.527
C23 -5.9606 -4.0594 -0.9990  -0.623
C24 -4.8834 -3.8591 -1.8444  -0.416
H12 -6.9309 0.3134 -5.3007  0.399
H13 -6.9443 -0.9545 -4.0733  0.344
H14 -5.9663 -1.1461 -5.5319  0.346
H15 -5.5055 1.0281 -3.4269  0.384
H16 -4.4760 0.7040 -4.8304  0.383
H17 -4.0106 -1.5950 -3.9156  0.600
H18 -5.0251 -1.2102 -2.5260  0.186
H19 -3.2267 0.8493 -2.5724  0.443
H20 -0.8553 -2.2311 -2.7834  0.303
H21 -2.7055 -2.5237 0.3827  -0.292
H22 -4.5860 -2.9432 1.8864  0.475
H23 -6.7011 -3.9035 1.0066  0.426
H24 -6.8670 -4.5050 -1.3868  0.433
H25 -4.9460 -4.1455 -2.8872  0.513
C25 -2.9749 1.6131 2.4493  -0.651
C26 -3.2355 1.0470 1.1000  0.651
C27 -4.6309 1.1417 0.5647  -1.340
O3 -2.3448 0.5196 0.4343  0.125
H26 -3.5308 1.0428 3.1977  0.489
H27 -3.3101 2.6490 2.5288  0.362
H28 -1.9151 1.5355 2.6722  -0.219
H29 -5.3209 0.6543 1.2550  0.409
H30 -4.7192 0.6669 -0.4092  -0.021
H31 -4.9311 2.1898 0.4977  0.384
N5 -0.1580 -2.3712 0.4218  -0.690
H32 0.7104 -2.7556 0.0658  0.286
H33 -0.8739 -3.0361 0.1463  0.114
H34 -0.1047 -2.4214 1.4369  0.258


Entry 2:
The following is a DFT calculation (ωB97M-V with the def2-TZVPD basis set) of 2 unconnected molecules or ions with the total composition C6H13N3O.

Output
* E_HOMO (alpha / beta): -0.2660 / -0.2659 hartree
* E_LUMO (alpha / beta): -0.2673 / -0.2688 eV
* gap between HOMO and LUMO (alpha / beta): 6.971 / 6.967 eV

Each line ends with the Mulliken charge.
Element x y z (Å)
C1 1.5815 0.1066 -0.8710  -0.139
C2 1.6379 1.4389 -0.3008  -1.152
N1 0.7518 -0.2232 -1.8795  -0.388
C3 1.0008 -1.1676 0.8660  -0.097
O1 0.9285 -2.3065 0.4861  -0.489
H1 2.4455 -0.5382 -0.7656  0.522
H2 0.6189 -1.2133 -2.0390  0.343
H3 -0.1075 0.3176 -1.9306  0.283
H4 1.7368 -0.8513 1.6555  0.356
H5 1.2113 2.2021 -0.9527  0.348
H6 0.9478 1.4775 0.6328  0.336
H7 2.6414 1.7143 0.0174  0.327
C4 -1.5117 -0.2779 0.1160  0.233
N2 -1.7329 0.9330 -0.5590  -0.438
C5 -0.5522 -0.1654 1.2539  0.283
C6 -2.0420 -1.4508 -0.2552  -1.157
N3 -0.2943 1.0797 1.7034  -0.968
H8 -2.6225 0.9881 -1.0340  0.215
H9 -1.5716 1.7248 0.0567  0.273
H10 0.1541 1.0433 2.6163  0.257
H11 -0.7131 -0.9451 2.0090  0.475
H12 -1.7621 -2.3629 0.2495  0.293
H13 -2.7464 -1.5238 -1.0753  0.282


Entry 3:
The following is a DFT calculation (ωB97M-V with the def2-TZVPD basis set) of a molecular structure, C14H27Cl3OReSi.

Output
* charge: -2
* E_HOMO (alpha / beta): -0.0160 / -0.0163 hartree
* E_LUMO (alpha / beta): 4.7248 / 4.5461 eV
* spin multiplicity: 4
* gap between HOMO and LUMO (alpha / beta): 5.159 / 4.991 eV

Each line ends with the Mulliken charge.
Element x y z (Å)
C1 -0.7839 1.3056 -2.5106  1.254
C2 -1.6579 0.3139 -1.9118  0.514
C3 -0.8403 -0.8024 -1.5116  0.754
C4 -3.1303 0.2834 -2.0834  -1.670
C5 0.5423 -0.4780 -1.7698  0.615
C6 0.5748 0.8127 -2.4122  0.059
C7 1.7757 1.5957 -2.7845  -1.858
C8 -1.2012 2.6000 -3.1100  -1.593
C9 -1.3927 -2.1503 -1.2268  -1.746
C10 1.6978 -1.4214 -1.6337  -1.261
Re1 -0.1929 1.0405 -0.5374  0.658
Cl1 -2.5701 -0.6473 1.8855  -0.689
Cl2 -2.2460 2.5706 0.0621  -0.553
Cl3 0.4487 -2.9364 1.5069  -0.607
H1 -3.5729 1.2258 -1.7485  0.266
H2 -3.5472 -0.5268 -1.4660  0.406
H3 -3.4407 0.1173 -3.1307  0.295
H4 -2.2124 -2.0439 -0.5082  0.312
H5 -0.6366 -2.8006 -0.7843  0.329
H6 -1.7678 -2.6318 -2.1412  0.294
H7 1.5711 -2.0293 -0.7172  0.236
H8 2.6463 -0.8754 -1.5923  0.457
H9 1.7314 -2.1138 -2.4957  0.282
H10 2.6862 0.9759 -2.7585  0.386
H11 1.9405 2.4368 -2.0925  0.324
H12 1.6900 2.0596 -3.7838  0.389
H13 -2.0371 3.0468 -2.5462  0.314
H14 -1.5385 2.4517 -4.1503  0.277
H15 -0.3688 3.3257 -3.1180  0.398
O1 0.5107 2.6848 0.2564  -0.776
H16 -0.3187 3.2298 0.4561  0.291
C11 2.3624 -1.7571 3.1258  -1.374
Si1 0.6190 -1.0371 2.5155  1.407
C12 -0.7896 -1.3982 3.8257  -1.609
C13 1.0367 0.4920 3.8012  -2.078
C14 0.9845 0.0915 0.9876  -0.755
H17 2.1789 -2.5132 3.9072  0.269
H18 3.0457 -1.0022 3.5502  0.331
H19 2.9015 -2.2618 2.3068  0.318
H20 -0.3242 -1.7582 4.7635  0.313
H21 -1.3902 -0.5043 4.0404  0.392
H22 -1.4791 -2.1608 3.4452  0.348
H23 2.0205 0.9378 3.5858  0.466
H24 0.2520 1.2519 3.6902  0.323
H25 1.0439 0.1321 4.8419  0.450
H26 1.2384 1.0790 1.4514  0.455
H27 1.9401 -0.2110 0.5201  0.389


Entry 4:
The following is a DFT calculation (ωB97M-V with the def2-TZVPD basis set) of a gas-phase ion, C8H14NO2S (charge +1).

Output
* charge: +1
* E_HOMO (alpha / beta): -0.4635 / -0.4635 hartree
* E_LUMO (alpha / beta): -5.5032 / -5.5021 eV
* gap between HOMO and LUMO (alpha / beta): 7.108 / 7.110 eV

Each line ends with the Mulliken charge.
Element x y z (Å)
C1 -0.2674 -1.0469 -1.0721  -0.212
C2 -0.0052 0.1510 -0.5024  0.082
C3 -2.3350 1.2131 -4.0769  -0.823
C4 -1.6412 1.0174 -2.9427  0.297
C5 -0.3234 1.5119 -2.7776  -0.317
C6 2.1198 -0.7223 3.6656  -1.208
C7 0.7762 -0.3693 3.0571  -0.287
C8 -0.0022 0.4674 0.9759  0.126
N1 -0.2222 -1.3234 -2.3853  -0.315
O1 0.3499 1.8343 1.0582  -0.544
O2 0.9035 -0.3479 1.6248  -0.342
S1 0.6361 1.4930 -1.4218  0.104
H1 -0.5758 -1.8541 -0.4195  0.431
H2 -3.3668 0.9190 -4.1564  0.290
H3 -1.8890 1.6742 -4.9431  0.264
H4 -2.1037 0.5331 -2.0939  0.349
H5 0.0619 2.1564 -3.5600  0.356
H6 2.8778 -0.0017 3.3686  0.308
H7 2.0382 -0.7161 4.7495  0.394
H8 2.4308 -1.7094 3.3406  0.303
H9 0.4383 0.6124 3.4122  0.399
H10 0.0183 -1.1162 3.3291  0.289
H11 -1.0198 0.3447 1.3952  0.233
H12 0.2769 -0.7098 -3.0137  0.207
H13 -0.2673 -2.2901 -2.6624  0.249
H14 1.1383 1.9256 1.6093  0.366